ORCA calculation (ωB97M-V/def2-TZVPD) on a structure of composition C9H6F3N2O5S2.

Atoms and positions in Å:
C (1.00304, 1.87928, -0.86748)
N (2.26157, 2.91538, -0.88514)
O (2.28550, 3.83368, -1.71046)
O (3.11027, 2.70963, -0.00181)
H (1.45063, 0.87952, -0.83338)
H (0.47562, 2.09365, -1.81047)
F (-2.31384, -5.34124, 0.38135)
C (-1.54626, -4.56146, -0.45423)
F (-0.24908, -4.77199, -0.19214)
F (-1.79421, -4.96269, -1.73767)
S (-2.16319, -2.88081, -0.18199)
N (-0.74524, -1.85888, -0.35923)
C (0.05721, -1.65784, 0.82145)
O (0.53661, -2.57587, 1.46553)
C (0.13093, -0.21097, 1.00122)
C (-0.88350, 0.48227, 0.33680)
C (-0.95506, 1.86157, 0.32483)
C (0.37699, 2.43939, 0.46657)
C (1.20457, 1.83860, 1.56480)
C (1.09767, 0.49562, 1.75449)
S (-1.58614, -0.42872, -0.99538)
O (-0.94673, -0.11234, -2.25287)
O (-3.02544, -0.44653, -0.82835)
H (-1.80052, 2.42948, -0.03840)
H (0.38569, 3.54230, 0.42388)
H (1.87740, 2.45909, 2.16349)
H (1.75550, -0.05011, 2.44459)

Results
**Net charge**: -1
**Gap between HOMO and LUMO**: 0.248 Ha
**Energy relative to the best compared isomer or geometry (same formula, charge and spin)**: 0.0 kcal per mole

ORCA calculation (ωB97M-V/def2-TZVPD) on an isolated molecule of C9H6N2O.

Atoms and positions in Å:
C (3.21938, -0.20326, 0.59316)
C (-2.50881, 0.23555, 0.54126)
C (-2.48600, -1.10673, 0.01280)
C (-1.38637, 0.92935, 0.52216)
C (-1.30262, -1.61981, -0.45319)
C (-0.14015, 0.52792, -0.03285)
C (-0.04718, -0.83207, -0.55940)
C (0.81262, 1.54250, -0.12734)
C (2.89121, 0.46151, -0.62226)
N (3.26778, -0.86256, 1.52580)
N (2.01084, 1.38538, -0.69702)
O (0.98341, -1.39181, -0.95847)
H (-3.42746, 0.62519, 1.05877)
H (-3.41640, -1.65885, 0.12975)
H (-1.45830, 1.86617, 1.19000)
H (-1.02783, -2.59057, -0.66000)
H (0.53731, 2.51991, 0.02110)
H (3.47858, 0.17218, -1.48429)

Results
**2S+1**: 3
**Net charge**: 0
**Gap between HOMO and LUMO (spin up / spin down)**: 0.235 / 0.255 Ha
**Energy relative to the best compared isomer or geometry (same formula, charge and spin)**: 0.0 kcal per mole